80
Properties=species:S:1:pos:R:3 method="wB97M-V/def2-TZVPD" gap_ev=8.1 lumo_energy_ev=-0.1 homo_energy_ha=-0.30087
C -1.67614 -1.74500 0.67182
C -1.34226 -0.22823 0.59482
O -1.42342 0.40927 1.61577
N -0.92504 0.41594 -0.63095
C -1.18226 1.86655 -0.63807
N 0.40266 0.08780 -1.01681
C 1.38407 -0.44263 -0.01550
C 2.02734 0.74453 0.76638
C 2.58902 -0.88687 -0.99513
C 3.19361 -2.29196 -0.64780
O 2.95712 -3.31054 -1.63976
C 2.43469 -4.44071 -1.11102
F 2.33707 -5.33321 -2.12324
F 1.19604 -4.28755 -0.59544
F 3.23253 -5.02661 -0.17198
C 2.14598 -0.54461 -2.48496
O 2.76518 -1.17462 -3.57255
C 0.57235 -0.55559 -2.37574
P 0.08779 0.71078 -3.72813
S -1.80545 0.78899 -4.12173
C -0.22316 -1.87749 -2.60899
O -1.44433 -1.95500 -2.37418
O 0.41187 -2.92228 -3.00792
H -0.74685 -2.34099 0.50093
H -2.04403 -2.01637 1.68410
H -2.43876 -2.05434 -0.07143
H -2.20218 2.04732 -0.23070
H -1.20383 2.29539 -1.66898
H -0.42252 2.38566 -0.00083
H 0.80157 1.02709 -1.21116
H 1.18959 -1.39758 0.50483
H 2.52303 1.46877 0.04927
H 2.83542 0.40103 1.45551
H 1.30381 1.34563 1.36353
H 3.46960 -0.21357 -0.84785
H 4.29952 -2.18771 -0.53306
H 2.83295 -2.69526 0.33337
H 2.38656 0.56252 -2.54820
H 3.62445 -1.47876 -3.24109
H 0.62124 1.95299 -3.23137
H 0.90245 0.34900 -4.83611
C 2.91098 5.18423 4.59102
C 3.02173 5.33897 3.09372
C 1.69393 5.43286 2.39951
O 1.99856 4.91648 1.09867
C 3.04413 4.06477 1.25125
O 3.42514 3.31424 0.40316
O 3.59029 4.16893 2.48539
H 3.89658 5.27631 5.05510
H 2.26082 5.94545 5.01969
H 2.52954 4.19538 4.85384
H 3.66189 6.19124 2.84428
H 1.32912 6.45683 2.33480
H 0.92106 4.80380 2.84934
C -2.11331 -4.37402 -4.42841
C -3.59239 -4.60390 -4.62823
C -4.09598 -5.88899 -4.03362
O -5.22634 -6.18321 -4.85957
C -4.98840 -5.60990 -6.07182
O -5.63448 -5.81518 -7.05054
O -3.91729 -4.77633 -6.01637
H -1.83624 -3.36698 -4.73824
H -1.83640 -4.49103 -3.38128
H -1.52070 -5.06231 -5.03537
H -4.15862 -3.74464 -4.25545
H -4.39762 -5.77576 -2.99305
H -3.38357 -6.71470 -4.11373
C -3.09420 2.67093 4.04713
C -1.75173 2.31792 4.64345
C -1.78729 2.06422 6.12541
O -0.45536 2.40711 6.52181
C -0.00163 3.32128 5.62869
O 0.99915 3.96027 5.76048
O -0.83339 3.41809 4.55812
H -3.02868 2.69011 2.95798
H -3.85472 1.94200 4.33008
H -3.41574 3.66605 4.36086
H -1.31408 1.47206 4.10515
H -2.00606 1.02459 6.36426
H -2.48600 2.71104 6.66283


9
Properties=species:S:1:pos:R:3 method="wB97M-V/def2-TZVPD" gap_ev=10.9 lumo_energy_ev=0.7 relative_energy_kcal_mol=51.31 homo_energy_ha=-0.37590
C -2.13065 -1.45522 0.65860
C -3.10496 -0.85282 0.26118
Cl -4.55405 -0.20924 -0.18815
H -1.13495 -1.92016 0.89682
C 0.76265 0.51850 -0.06947
Br 1.71382 -1.18889 -0.12957
H 0.07802 0.36263 -0.90939
H 0.16301 0.67020 0.76035
H 1.51185 1.34831 -0.02765


63
Properties=species:S:1:pos:R:3 method="wB97M-V/def2-TZVPD" total_charge=-1 gap_ev=6.6 lumo_energy_ev=1.5 relative_energy_kcal_mol=29.91 homo_energy_ha=-0.18957
N 3.39159 0.01397 -2.01690
C 2.26322 -0.72745 -2.62703
C 2.76290 -1.67208 -3.76746
C 1.69069 -2.73421 -4.22838
C 1.12971 -3.58140 -3.03534
C -0.41945 -3.45191 -2.78887
B -1.01344 -1.93395 -2.73850
O -1.68268 -1.45094 -1.50478
C -2.47324 -0.40427 -2.02052
C -2.59176 -0.66036 -3.61813
Cl -4.23662 -0.31845 -4.36637
O -2.19118 -1.99457 -3.68759
H 3.07427 0.84970 -1.53943
H 3.86087 -0.55307 -1.31811
H 1.76705 -1.30184 -1.81294
H 1.55076 -0.01520 -3.08861
H 3.67770 -2.19146 -3.42206
H 2.95928 -1.03218 -4.65558
H 0.91983 -2.27269 -4.87101
H 2.25617 -3.44264 -4.88459
H 1.70609 -3.37580 -2.10837
H 1.32418 -4.65822 -3.27348
H -0.62122 -3.91303 -1.78381
H -0.93023 -4.10439 -3.52535
H -0.33083 -1.02852 -3.18856
H -3.52577 -0.35336 -1.67363
H -1.99860 0.60788 -1.98294
H -1.89605 -0.01465 -4.19545
C -2.71795 -6.40731 -0.92773
Cl -3.15017 -8.11868 -0.76689
Cl -1.01320 -6.15772 -0.53279
Cl -3.08383 -5.82489 -2.55092
H -3.31426 -5.84030 -0.22244
C 6.50524 -3.84270 -2.99457
Cl 5.29963 -4.54543 -4.07751
Cl 7.83284 -3.12719 -3.91924
Cl 5.76603 -2.63939 -1.93346
H 6.91089 -4.63598 -2.37789
C -3.20424 -0.46090 1.91804
Cl -2.41481 -0.41109 3.49980
Cl -4.21490 -1.90205 1.76953
Cl -4.16697 1.00147 1.65772
H -2.43410 -0.50467 1.15218
C 1.23488 1.92075 3.34041
Cl 2.21898 1.85830 1.87424
Cl -0.42414 2.38801 2.95976
Cl 1.26339 0.36310 4.17577
H 1.65587 2.66895 4.00161
C -0.53066 6.30355 4.85430
Cl 1.00364 5.42575 4.87895
Cl -1.28227 6.20549 3.25726
Cl -1.62159 5.68546 6.09806
H -0.32589 7.34621 5.06956
C -2.11065 9.69110 2.37946
Cl -0.90970 10.41738 1.30628
Cl -1.72025 10.03052 4.07067
Cl -3.73185 10.27393 1.98701
H -2.09033 8.61736 2.23632
C -1.05579 1.95259 8.38896
Cl -1.15113 3.71771 8.46385
Cl -2.64091 1.23356 8.69710
Cl -0.42979 1.41402 6.82711
H -0.37524 1.61819 9.16326


47
Properties=species:S:1:pos:R:3 method="wB97M-V/def2-TZVPD" total_charge=-2 gap_ev=3.8 lumo_energy_ev=4.2 homo_energy_ha=0.01292
Cu 0.22538 0.02546 0.18393
O 3.51664 5.40355 -0.78685
C 3.94312 4.06537 -0.47980
C 2.86217 2.98878 -0.67632
C 2.58634 2.74294 -2.16088
O 1.84604 3.78472 -2.79938
C 3.51488 1.73623 -0.03259
Se 2.92378 -0.08621 -0.53002
C 1.59130 3.44035 0.07107
Se -0.12669 2.61470 -0.45934
H 4.30711 5.92135 -0.95349
H 4.27336 4.02525 0.56691
H 4.79996 3.79723 -1.11075
H 2.04865 1.80096 -2.24136
H 3.53688 2.63283 -2.69515
H 0.95184 3.68374 -2.41915
H 3.38733 1.82303 1.04718
H 4.59182 1.76155 -0.22876
H 1.45968 4.50913 -0.07070
H 1.72800 3.26198 1.14008
O -1.97428 -0.11926 0.16464
N -2.47231 0.40417 1.25691
C -3.73647 0.87855 1.19916
C -4.38011 1.41790 2.28110
C -3.68342 1.49034 3.49140
C -2.39245 1.03162 3.54189
C -1.72214 0.48029 2.42144
S -0.10670 -0.05607 2.46408
H -4.17626 0.79395 0.21712
H -5.39016 1.78900 2.16942
H -4.14970 1.91664 4.37277
H -1.81253 1.08877 4.45260
N -1.19716 -7.06957 -0.34547
C -0.00532 -6.47022 0.00052
O 0.95199 -7.14411 0.31970
C 0.03799 -4.97305 -0.07691
C -1.05342 -4.19459 -0.43266
C -0.92433 -2.81365 -0.44946
N 0.21063 -2.18812 -0.14772
C 1.26170 -2.93262 0.18874
C 1.21564 -4.32207 0.23882
H -1.25744 -8.03074 -0.05093
H -2.04299 -6.53264 -0.26387
H -2.00961 -4.62334 -0.70746
H -1.76153 -2.16564 -0.67990
H 2.16373 -2.37245 0.42696
H 2.08575 -4.89853 0.52370


10
Properties=species:S:1:pos:R:3 method="wB97M-V/def2-TZVPD" total_charge=-1 gap_ev="2.7 / 7.2" lumo_energy_ev="3.1 / 3.1" s2=0.752 spin_multiplicity=2 relative_energy_kcal_mol=27.39 homo_energy_ha="0.01641 / -0.15039"
S -0.47823 0.53400 -2.41403
S -1.02459 -1.34828 -1.73096
H 0.33786 0.85634 -1.41436
H 0.15814 -1.90762 -1.52881
C 0.98339 0.20907 2.57727
N 0.41485 0.55719 3.82555
O 1.63491 1.07120 2.03340
H 0.65437 -0.77583 2.23116
H 0.88477 1.35252 4.21544
H 0.33111 -0.19096 4.50189


91
Properties=species:S:1:pos:R:3 method="wB97M-V/def2-TZVPD" total_charge=-1 gap_ev=7.0 lumo_energy_ev=1.7 relative_energy_kcal_mol=0.00 homo_energy_ha=-0.19628
Rb 0.89044 0.02203 -0.00421
O -2.46224 3.57158 6.62742
C -2.83557 3.86963 5.47968
O -3.73495 4.63287 5.08289
C -2.04294 3.16948 4.34301
C -0.99727 2.30699 4.61505
C -0.32843 1.69141 3.56118
N -0.63669 1.90751 2.28204
C -1.63241 2.75578 2.01398
C -2.35973 3.39291 3.01458
C -1.93340 3.01146 0.57044
C -2.89277 3.95932 0.18773
C -3.13013 4.18689 -1.15386
C -2.41547 3.46257 -2.09956
C -1.49066 2.53798 -1.63881
N -1.25425 2.31726 -0.34512
C 0.79340 0.74419 3.82944
C 0.88474 0.04574 5.03362
C 1.93819 -0.83161 5.22588
C 2.87430 -0.99693 4.21696
C 2.70268 -0.26314 3.05323
N 1.69580 0.58406 2.86040
H -0.73052 2.15540 5.65201
H -3.17932 4.07208 2.83058
H -3.43783 4.51938 0.93132
H -3.86191 4.92550 -1.45850
H -2.56695 3.60493 -3.16166
H -0.90740 1.93713 -2.33428
H 0.12921 0.17366 5.79561
H 2.01864 -1.38820 6.15152
H 3.70410 -1.68559 4.30710
H 3.39050 -0.36905 2.22191
N 1.96189 -1.72241 -2.50626
C 0.87346 -2.29730 -3.29446
C 0.76670 -1.61580 -4.66244
C 0.10360 -0.23366 -4.62314
N 0.69271 0.69851 -3.65585
H 2.86279 -1.93940 -2.91701
H 1.99737 -2.06948 -1.54993
H -0.05810 -2.13235 -2.74528
H 0.97090 -3.38243 -3.42825
H 0.18448 -2.25331 -5.33232
H 1.77010 -1.53384 -5.09506
H -0.96258 -0.37609 -4.40381
H 0.15130 0.20275 -5.62483
H 1.08544 1.51532 -4.09810
H 1.41101 0.22526 -3.11200
C 0.88489 -4.24496 2.20210
C 1.66952 -3.35392 1.25170
O 1.01712 -2.68509 0.44679
C 3.12200 -3.34064 1.33489
C 3.77286 -4.32122 2.11400
C 5.13661 -4.39858 2.22933
C 5.91936 -3.45080 1.54189
C 5.33624 -2.47425 0.78719
C 3.90882 -2.34340 0.64746
O 3.42659 -1.37319 -0.00700
H -0.16878 -3.99384 2.10489
H 1.19967 -4.10501 3.23621
H 1.02386 -5.29773 1.94791
H 3.17140 -5.05446 2.63611
H 5.60019 -5.16998 2.82940
H 7.00093 -3.49218 1.61595
H 5.93689 -1.73717 0.26652
S 4.57837 3.82546 -1.95951
C 5.09500 2.27377 -1.44994
C 4.02654 1.53868 -1.04581
N 2.81422 2.18318 -1.13438
C 2.96159 3.38389 -1.59828
H 6.13047 1.97956 -1.46691
H 4.05907 0.51697 -0.68071
H 2.14017 4.07168 -1.73897
O -6.03059 2.19383 -3.87532
C -5.98322 2.17060 -2.46931
N -4.95539 1.29844 -1.95054
C -5.04870 -0.03147 -2.19663
O -5.99878 -0.49923 -2.81485
C -3.93501 -0.89336 -1.70324
C -3.82312 -2.18989 -2.19310
C -2.78207 -2.98018 -1.74663
C -1.87656 -2.44411 -0.83766
N -1.97701 -1.20555 -0.35602
C -2.99916 -0.46372 -0.77130
H -6.28599 1.29970 -4.14167
H -6.94106 1.84663 -2.05732
H -5.76663 3.18248 -2.13480
H -4.06699 1.70242 -1.69525
H -4.55341 -2.54371 -2.90874
H -2.65349 -3.99407 -2.10121
H -1.02417 -3.01257 -0.48297
H -3.06450 0.51795 -0.31704


119
Properties=species:S:1:pos:R:3 method="wB97M-V/def2-TZVPD" total_charge=-1 gap_ev="6.3 / 4.5" lumo_energy_ev="1.2 / -0.6" s2=0.759 spin_multiplicity=2 homo_energy_ha="-0.18752 / -0.18751"
Lu 0.96790 1.79522 0.26811
C 4.42026 -0.88916 3.17470
C 3.94763 -2.28150 2.73049
N 2.86779 -2.23290 1.77282
C 3.06251 -2.95465 0.53352
C 4.22266 -2.49941 -0.36347
N 4.22332 -1.09310 -0.65704
C 5.34127 -0.27263 -0.29583
C 5.69375 -0.14639 1.20321
N 4.56255 0.02978 2.08305
H 5.34966 -1.02975 3.75701
H 3.68832 -0.46247 3.86613
H 3.64757 -2.81761 3.64638
H 4.79025 -2.84927 2.31607
H 2.59578 -1.27175 1.58338
H 2.14165 -2.87299 -0.05032
H 3.19711 -4.01853 0.76814
H 4.14695 -3.09458 -1.28524
H 5.18740 -2.75991 0.08655
H 3.32439 -0.63120 -0.69139
H 5.15750 0.72439 -0.70151
H 6.24516 -0.64499 -0.79837
H 6.39540 0.69405 1.29230
H 6.24551 -1.03609 1.52787
H 4.33203 0.98393 2.31977
C -3.77001 -3.02600 -3.57898
C -4.47389 -1.88618 -2.86472
C -5.35491 -1.08753 -3.81242
C -6.17284 -0.07927 -3.02772
C -5.27943 0.75283 -2.14873
C -5.67970 1.99767 -1.71908
C -4.83802 2.78658 -0.94241
F -5.29587 3.99257 -0.56097
C -3.59007 2.37414 -0.57212
C -3.16842 1.10535 -0.98937
C -1.84767 0.62844 -0.58581
O -1.19525 1.27094 0.26341
C -1.39678 -0.58063 -1.17010
C -2.27413 -1.31556 -1.91703
N -3.53514 -0.95494 -2.19627
C -4.00058 0.29737 -1.77503
C 0.00275 -1.13238 -0.99185
O 0.24609 -2.23308 -1.49261
O 0.82254 -0.41320 -0.34003
H -4.52495 -3.60829 -4.10678
H -3.25170 -3.70079 -2.90111
H -3.05328 -2.65282 -4.31120
H -5.11379 -2.30423 -2.07631
H -6.00363 -1.77211 -4.35987
H -4.71590 -0.57896 -4.53976
H -6.90691 -0.61064 -2.41275
H -6.73413 0.57448 -3.69710
H -6.64878 2.38762 -2.00256
H -2.94056 2.99432 0.02860
H -1.91764 -2.25737 -2.30286
O 2.54281 1.86012 3.81275
C 1.54595 1.26411 3.46316
O 1.27829 0.90676 2.22825
C 0.55541 0.79428 4.50202
C 0.70978 1.25822 5.80756
C -0.14899 0.82986 6.80060
C -1.16231 -0.07766 6.50303
C -1.31925 -0.54004 5.21127
C -0.45554 -0.09715 4.20590
P -0.70953 -0.68889 2.52208
C -0.35058 -2.44128 2.54459
C 0.33853 -2.99057 3.62611
C 0.68033 -4.32951 3.61533
C 0.37634 -5.11649 2.51483
C -0.26765 -4.56446 1.41766
C -0.62443 -3.22772 1.42583
C -2.48802 -0.40781 2.33894
C -2.96130 0.87311 2.63152
C -4.30147 1.16623 2.46444
C -5.17405 0.19257 1.99215
C -4.70532 -1.07601 1.68942
C -3.35895 -1.37770 1.84952
H 1.51083 1.95615 6.00441
H -0.03579 1.20133 7.81061
H -1.83503 -0.41850 7.27906
H -2.11478 -1.23756 4.97851
H 0.61659 -2.37283 4.46872
H 1.21373 -4.75055 4.45709
H 0.66239 -6.16044 2.50410
H -0.46561 -5.16276 0.53843
H -1.07750 -2.80295 0.54591
H -2.29202 1.65489 2.97121
H -4.64110 2.17098 2.67592
H -6.22075 0.43048 1.84985
H -5.38451 -1.83892 1.33011
H -3.00470 -2.37455 1.62881
S -2.56767 4.62734 2.44848
C -1.21768 3.97784 1.76942
N -0.28245 3.48763 1.27527
F 3.15638 1.99517 0.55548
As 3.38483 3.77621 0.31180
F 2.42082 3.91605 1.73130
F 1.82023 3.79125 -0.58466
F 3.50276 5.47670 0.11263
F 4.18692 3.44339 -1.16850
F 4.84145 3.65372 1.22398
O 0.12683 2.13470 -1.96633
C 1.25602 1.84950 -2.44761
O 2.19336 1.40977 -1.75507
C 1.48324 2.04561 -3.92005
C 0.73757 2.98246 -4.62079
C 0.99155 3.15066 -5.96953
C 1.93660 2.41487 -6.65657
C 2.64226 1.48239 -5.92130
C 2.45461 1.28845 -4.56527
N 3.64506 0.65872 -6.63455
O 4.24588 -0.17185 -5.99178
O 3.79922 0.87133 -7.82103
N 0.20925 4.15075 -6.72810
O -0.69848 4.70647 -6.14934
O 0.52177 4.34717 -7.88472
H -0.02406 3.55868 -4.11609
H 2.11234 2.55750 -7.71060
H 3.04780 0.57597 -4.00901


40
Properties=species:S:1:pos:R:3 method="wB97M-V/def2-TZVPD" total_charge=-1 gap_ev=8.3 lumo_energy_ev=1.9 homo_energy_ha=-0.23619
C 2.86091 -0.19295 2.58312
C 3.36579 0.94846 1.77091
Br 2.65435 2.62918 2.26728
C 4.23962 0.87691 0.78021
Br 5.05242 -0.79836 0.36900
O 4.73650 1.92946 0.09570
S 4.00054 2.40695 -1.38363
O 2.74579 2.99421 -1.01185
O 3.68901 0.94795 -1.97954
C 2.29551 0.59726 -2.21745
C 1.64860 -0.02027 -1.00154
C 0.43784 -0.83616 -1.36749
O 0.26485 -1.23350 -2.47354
N -0.50158 -1.12241 -0.31082
C -1.25081 0.09050 -0.07191
C -2.22769 0.44757 -0.98774
C -2.90254 1.65014 -0.80453
C -2.63566 2.45852 0.29965
C -1.67962 2.07898 1.23828
C -0.97689 0.89121 1.03978
H 2.56792 0.18090 3.55755
H 1.97337 -0.62752 2.12783
H 3.61672 -0.95620 2.71405
H 1.73470 1.44324 -2.59610
H 2.32803 -0.14820 -3.00219
H 2.36449 -0.70408 -0.54382
H 1.41204 0.73712 -0.26155
H -0.00911 -1.40694 0.52820
H -2.43968 -0.21811 -1.80447
H -3.65081 1.92674 -1.53005
H -3.18545 3.37889 0.43017
H -1.45574 2.67768 2.10575
H -0.21064 0.56745 1.72806
F -3.29313 -4.10480 1.07238
As -4.40969 -3.37260 -0.04254
F -5.00546 -2.35023 1.23081
F -5.60196 -4.56931 0.36139
F -5.52243 -2.63288 -1.15546
F -3.81254 -4.39200 -1.31401
F -3.21759 -2.17282 -0.43987